[1]
{
  "formula": "C20H15ClIrN2O7S",
  "method": "ωB97M-V/def2-TZVPD",
  "homo_lumo_gap_ev": 8.0228,
  "charge": -1,
  "lumo_energy_ev": 2.77,
  "e_homo_ev": -5.248,
  "multiplicity": 1,
  "symbols": ["Ir", "S", "C", "C", "C", "C", "C", "N", "H", "H", "H", "H", "O", "C", "C", "O", "O", "C", "C", "C", "C", "C", "C", "C", "C", "C", "C", "C", "C", "H", "H", "H", "H", "H", "H", "H", "H", "H", "H", "H", "N", "C", "O", "Cl", "O", "O", "O"],
  "xyz": [[0.091, -0.096, -0.385], [-1.899, 0.362, 2.429], [-0.257, -0.100, 2.637], [0.244, -0.238, 3.957], [1.524, -0.641, 4.202], [2.365, -0.926, 3.119], [1.860, -0.762, 1.863], [0.592, -0.348, 1.607], [-0.440, -0.004, 4.760], [1.884, -0.727, 5.220], [3.380, -1.268, 3.251], [2.463, -0.972, 0.994], [-1.112, 1.488, -0.030], [-1.891, 1.954, -1.163], [-1.682, 0.990, -2.373], [-2.381, 1.102, -3.356], [-0.752, 0.100, -2.221], [-1.366, 3.313, -1.601], [-2.034, 4.017, -2.603], [-1.558, 5.244, -3.032], [-0.404, 5.781, -2.475], [0.274, 5.073, -1.497], [-0.203, 3.843, -1.060], [-3.347, 1.944, -0.728], [-4.016, 0.723, -0.692], [-5.318, 0.648, -0.231], [-5.969, 1.795, 0.204], [-5.305, 3.011, 0.185], [-3.996, 3.084, -0.275], [-1.695, 1.102, 0.773], [-2.913, 3.581, -3.060], [-2.086, 5.778, -3.813], [-0.036, 6.745, -2.806], [1.187, 5.467, -1.068], [0.343, 3.300, -0.304], [-3.511, -0.179, -1.021], [-5.824, -0.309, -0.208], [-6.990, 1.739, 0.562], [-5.799, 3.907, 0.538], [-3.478, 4.034, -0.275], [2.655, 1.567, -0.628], [1.680, 0.951, -0.532], [-0.724, -3.938, -0.846], [-0.383, -2.844, -0.016], [-0.088, -3.253, 1.309], [-1.427, -1.808, -0.039], [0.816, -2.120, -0.592]],
  "atomic_forces_ev_per_a": [[-1.42, -1.32, 1.38], [-0.15, -0.04, 0.09], [0.12, 0.03, 0.02], [-0.19, -0.01, -0.04], [0.11, -0.01, -0.06], [-0.05, -0.03, 0.12], [-0.14, 0.01, -0.09], [0.50, 0.04, 0.13], [0.01, -0.02, 0.01], [-0.01, -0.03, 0.00], [0.01, 0.02, -0.01], [0.01, 0.06, -0.02], [0.03, 0.36, -0.38], [0.07, 0.05, -0.27], [0.04, -0.30, 0.27], [-0.01, 0.13, -0.02], [0.33, -0.04, -0.32], [0.03, 0.02, 0.12], [-0.01, -0.03, -0.06], [0.00, 0.00, 0.00], [0.00, 0.00, 0.02], [-0.02, 0.02, -0.01], [-0.03, 0.04, 0.04], [0.00, -0.09, -0.02], [-0.02, -0.01, -0.01], [-0.01, 0.01, 0.01], [0.00, 0.00, -0.01], [0.02, -0.01, 0.01], [0.03, 0.02, 0.04], [0.31, 0.25, 0.11], [-0.01, 0.00, 0.03], [0.00, 0.01, 0.01], [0.02, -0.01, -0.02], [0.00, 0.00, 0.00], [0.00, -0.03, 0.02], [-0.01, 0.01, -0.01], [0.00, 0.00, 0.00], [0.00, 0.00, 0.01], [0.00, 0.00, -0.01], [0.02, 0.02, -0.03], [-0.01, -0.06, 0.17], [0.27, 0.57, -0.74], [0.07, 0.10, -0.05], [0.07, 0.06, -0.20], [-0.05, -0.01, 0.00], [0.04, 0.03, -0.09], [0.03, 0.20, -0.15]],
  "mulliken_charge": [2.20, -0.63, 0.39, -0.72, -0.19, -0.89, 0.03, -0.13, 0.38, 0.37, 0.39, 0.43, -0.95, 3.08, 0.47, -0.68, -0.70, -1.04, 0.02, -0.93, -0.35, -1.02, -0.20, -0.41, 0.16, -1.03, -0.37, -0.96, -0.27, 0.06, 0.48, 0.38, 0.39, 0.43, 0.33, 0.29, 0.40, 0.38, 0.39, 0.45, -0.84, 0.20, -0.64, 1.76, -0.58, -0.58, -0.75]
}



[2]
{
  "formula": "C25H34IN4OSSbSe4SiW",
  "method": "ωB97M-V/def2-TZVPD",
  "homo_lumo_gap_ev": [3.8407, 4.0562],
  "charge": 2,
  "lumo_energy_ev": [-8.54, -8.39],
  "e_homo_ev": [-12.385, -12.443],
  "multiplicity": 1,
  "symbols": ["W", "C", "Si", "C", "C", "N", "C", "C", "C", "C", "C", "C", "O", "C", "C", "C", "C", "C", "C", "H", "H", "H", "H", "H", "H", "H", "H", "H", "H", "H", "H", "H", "H", "H", "H", "H", "H", "Se", "Sb", "Se", "Se", "Se", "I", "C", "C", "C", "C", "C", "N", "H", "H", "H", "H", "C", "C", "N", "C", "S", "N", "C", "C", "H", "H", "H", "H", "H", "H", "H", "H", "H", "H", "H", "H"],
  "xyz": [[-0.538, 0.717, -0.469], [-0.351, -3.330, 1.881], [-1.235, -2.482, 0.423], [-0.220, -2.937, -1.135], [-2.970, -3.092, -0.067], [-1.249, -0.718, 0.702], [-2.258, -0.358, 1.639], [-2.996, -1.219, 2.458], [-4.016, -0.750, 3.263], [-4.328, 0.597, 3.321], [-3.574, 1.495, 2.592], [-2.566, 1.005, 1.780], [-1.699, 1.875, 1.019], [-1.737, 3.276, 1.466], [-0.876, 3.710, 2.461], [-0.904, 5.055, 2.793], [-1.748, 5.928, 2.121], [-2.609, 5.462, 1.142], [-2.637, 4.112, 0.831], [-0.074, -4.335, 1.585], [-0.992, -3.431, 2.750], [0.556, -2.821, 2.204], [-0.368, -4.006, -1.247], [0.851, -2.796, -1.028], [-0.574, -2.490, -2.065], [-2.876, -4.066, -0.539], [-3.460, -2.438, -0.790], [-3.659, -3.208, 0.762], [-2.771, -2.267, 2.481], [-4.572, -1.458, 3.855], [-5.138, 0.953, 3.933], [-3.770, 2.555, 2.652], [-0.189, 3.024, 2.943], [-0.251, 5.421, 3.570], [-1.728, 6.978, 2.365], [-3.258, 6.129, 0.599], [-3.352, 3.721, 0.109], [-0.016, 2.272, -4.504], [-1.145, 2.451, -2.430], [0.686, 2.723, -0.520], [-2.407, 0.232, -1.860], [-2.628, 4.320, -2.465], [3.767, 1.193, -0.701], [2.775, 0.648, 1.081], [3.593, 0.648, 2.208], [3.050, 0.472, 3.463], [1.672, 0.288, 3.545], [0.938, 0.238, 2.383], [1.438, 0.411, 1.129], [4.652, 0.813, 2.082], [3.669, 0.503, 4.348], [1.176, 0.177, 4.496], [-0.129, 0.044, 2.464], [4.883, -2.593, -1.055], [3.368, -2.458, -1.113], [2.971, -2.196, -2.485], [1.968, -1.511, -3.034], [1.049, -0.364, -2.091], [1.724, -1.708, -4.311], [0.929, -0.965, -5.270], [1.828, -0.006, -6.042], [5.186, -2.968, -0.082], [5.379, -1.642, -1.245], [5.217, -3.308, -1.803], [3.032, -1.646, -0.460], [2.907, -3.397, -0.774], [3.529, -2.738, -3.139], [2.348, -2.364, -4.772], [0.132, -0.412, -4.767], [0.481, -1.698, -5.942], [2.399, 0.623, -5.361], [1.211, 0.661, -6.645], [2.507, -0.553, -6.690]],
  "atomic_forces_ev_per_a": [[1.33, -3.70, 2.30], [-0.65, 0.37, -0.35], [0.91, -1.56, -1.21], [-0.43, 0.02, 0.58], [0.34, 0.33, 0.50], [-0.59, 0.88, 0.79], [-0.19, 1.12, -0.02], [0.21, -0.03, -0.06], [0.02, -0.10, 0.04], [0.11, -0.05, -0.10], [0.21, 0.18, -0.20], [0.41, 0.09, -0.34], [-0.51, -1.03, 0.81], [0.08, 0.04, -0.58], [0.09, -0.52, -0.29], [0.02, 0.00, 0.00], [0.01, 0.04, 0.00], [0.05, -0.11, 0.13], [-0.13, -0.61, -0.08], [0.06, -0.26, -0.16], [-0.07, -0.02, 0.22], [0.04, 0.18, -0.15], [-0.13, -0.39, 0.09], [-0.05, 0.10, 0.07], [-0.01, 0.04, 0.15], [0.17, -0.16, -0.10], [0.10, 0.11, -0.04], [-0.10, -0.01, 0.10], [-0.02, -0.20, 0.00], [-0.08, -0.09, 0.09], [-0.09, 0.04, 0.11], [0.01, 0.00, -0.02], [-0.05, 0.00, 0.01], [0.06, 0.04, 0.04], [-0.02, 0.12, 0.03], [-0.12, 0.14, 0.02], [0.33, 0.10, 0.18], [0.21, -0.15, 0.35], [-1.53, 3.74, -4.15], [-0.25, 0.16, -0.19], [0.33, 0.76, 0.25], [0.20, -0.50, 0.25], [-0.13, 0.19, 0.24], [-0.57, -0.02, -0.09], [0.09, -0.02, -0.29], [-0.51, -0.01, -0.07], [0.48, -0.01, -0.02], [-0.27, -0.06, -0.33], [0.59, 0.10, 0.91], [0.03, 0.03, 0.00], [0.05, -0.02, 0.03], [-0.08, -0.06, 0.07], [0.36, 0.10, -0.11], [-0.16, 0.06, -0.03], [0.04, -0.03, 0.64], [0.16, -0.04, -0.50], [-0.51, -0.47, 0.89], [0.19, 1.15, 0.06], [0.31, -0.46, -0.15], [-0.22, 0.61, -0.29], [-0.30, 0.03, 0.05], [0.04, 0.01, 0.06], [-0.01, 0.02, 0.01], [0.13, -0.13, -0.03], [-0.14, -0.16, -0.21], [0.01, 0.25, -0.07], [-0.13, 0.11, 0.00], [-0.05, 0.04, 0.18], [0.15, -0.19, 0.10], [-0.05, 0.03, 0.09], [0.03, -0.02, 0.06], [0.07, -0.12, -0.15], [0.12, -0.01, -0.15]],
  "mulliken_charge": [-0.12, -1.13, 0.05, -0.56, -1.01, 1.08, 0.08, -0.81, -1.39, -0.88, -0.99, 1.38, 1.71, -0.89, 0.17, -0.86, -0.61, -1.08, -0.02, 0.43, 0.42, 0.26, 0.60, -0.40, 0.24, 0.44, 0.29, 0.42, 0.48, 0.46, 0.48, 0.54, 0.47, 0.48, 0.46, 0.50, 0.94, -0.37, 0.50, -0.20, -0.03, -0.41, 0.29, -0.32, -0.65, -0.64, -1.17, -0.51, 0.78, 0.53, 0.46, 0.59, 0.84, -1.52, -0.16, -0.06, 0.15, 0.21, -0.15, -0.19, -1.34, 0.39, 0.32, 0.47, 0.14, 0.33, 0.31, 0.27, 0.06, 0.33, 0.31, 0.37, 0.46]
}



The records above give, respectively, ΔE to the lowest compared entry with this formula, charge and spin values of 27.48, 102.12 kcal per mole.
The records above give, respectively, total energy values of -64489.000, -331031.623 eV.